Entry 1:
This record from OMol25 describes a molecular structure, C2H3INO3. The level of theory is ωB97M-V/def2-TZVPD.

Cartesian coordinates (Å):
C1 0.2292 0.2257 0.4466
C2 1.0969 -0.8777 0.0391
N1 -2.1780 2.0252 -0.8418
O1 -0.2109 1.0260 1.1184
O2 1.9233 -1.2447 1.1071
O3 -1.9586 0.9423 -1.2358
I1 1.0833 -2.7309 2.2729
H1 1.7979 -0.3834 -0.6902
H2 0.6523 -1.6734 -0.5234
H3 -2.4356 2.6908 -1.6928

Output
* energy relative to the best compared isomer or geometry (same formula, charge and spin): 83.18 kJ/mol
* charge: +1
* frontier orbital gap (alpha / beta): 7.1 / 7.1 eV
* highest occupied orbital energy (alpha / beta): -13.4407 / -13.4398 eV

The molecule's Mulliken atomic charges, reported in e, are given here: C 0.779; C -0.412; N 0.011; O -0.025; O -0.505; O -0.236; I 0.414; H 0.316; H 0.404; H 0.254

***

Entry 2:
This record from OMol25 describes 2 unconnected molecules or ions with the total composition C2H3IO. The level of theory is ωB97M-V/def2-TZVPD.

Cartesian coordinates (Å):
C1 -1.0580 0.2738 0.1044
C2 1.1226 -0.4958 -0.1064
O1 -1.8760 -0.5122 0.3384
I1 -1.5929 2.4010 -0.0135
H1 1.5011 0.4218 0.1419
H2 0.7345 -0.8160 -0.9919
H3 1.1687 -1.2725 0.5270

Output
* energy relative to the best compared isomer or geometry (same formula, charge and spin): 282.26 kJ/mol
* charge: 0
* frontier orbital gap (alpha / beta): 7.5 / 7.4 eV
* highest occupied orbital energy (alpha / beta): -8.6477 / -8.7101 eV

The molecule's Mulliken atomic charges, reported in e, are given here: C 0.138; C -0.811; O -0.308; I -0.025; H 0.354; H 0.340; H 0.311

***

DFT total energy (Eh)
-655.7033 -450.8213